## one
Below is one molecule with the formula C3H7N3S, with properties calculated with ωB97M-V/def2-TZVPD.

Lowest unoccupied orbital energy in eV: 0.62
SMILES string: [H]/N=C\N/C(CS)=N\[H]
Frontier orbital gap in eV: 10.1
Net charge: 0

Structure (XYZ):
```
14
Properties=species:S:1:pos:R:3:mulliken_charge:R:1
C -1.00 0.36 -0.49 -0.89
N 0.31 -0.24 1.55 -0.19
H -1.07 -2.22 1.48 0.21
H 1.42 1.08 -0.34 0.31
C 1.26 0.76 1.52 0.04
H -2.08 0.28 -0.67 0.31
C -0.68 -0.61 0.61 0.53
H -0.75 1.39 -0.19 0.48
N 1.74 1.44 0.57 -0.65
N -1.37 -1.69 0.67 -0.64
H 1.54 1.02 2.54 0.33
H -0.33 1.10 -2.60 0.15
H 0.30 -0.77 2.41 0.22
S -0.08 -0.09 -2.01 -0.22
```

---

## two
Below is one molecule with the formula C3H7N3S, with properties calculated with ωB97M-V/def2-TZVPD.

Lowest unoccupied orbital energy in eV: 0.63
SMILES string: [H]/N=C(/N)CSN=C
Frontier orbital gap in eV: 9.4
Net charge: 0

Structure (XYZ):
```
14
Properties=species:S:1:pos:R:3:mulliken_charge:R:1
S 0.94 -1.19 -0.27 -0.01
H -1.15 -2.03 0.54 0.35
C -0.62 -1.08 0.57 -0.67
H -1.59 2.02 -0.31 0.26
N -1.10 1.24 0.10 -0.38
H -0.13 1.43 0.37 0.26
N 1.64 0.29 0.08 -0.30
H 3.35 1.40 -0.01 0.25
H 3.32 -0.26 -0.97 0.22
N -2.67 -0.24 -0.69 -0.79
H -0.36 -0.82 1.61 0.30
C 2.85 0.47 -0.32 -0.29
C -1.57 0.00 -0.02 0.60
H -2.90 -1.22 -0.67 0.21
```

---

Which of them is the least stable? Correct choice: two.

---

## one
Below is a 2-piece molecular cluster, C14H16 overall, with properties calculated with ωB97M-V/def2-TZVPD.

Lowest unoccupied orbital energy in eV: 0.90
SMILES string: Cc1ccccc1.Cc1ccccc1
Frontier orbital gap in eV: 9.8
Net charge: 0

Structure (XYZ):
```
30
Properties=species:S:1:pos:R:3:mulliken_charge:R:1
C -1.56 -2.32 2.32 0.70
C 0.96 0.63 -1.86 -0.24
H -0.92 -4.36 2.04 0.36
H 3.22 2.36 -3.68 0.30
H -0.95 1.50 -1.13 0.40
C -2.65 -1.44 2.33 -0.26
C -1.81 -3.73 1.99 -1.38
C -0.13 1.54 -1.83 -0.66
C -0.30 -1.81 2.62 -0.29
C -1.22 0.36 3.02 -0.30
H 1.43 4.06 -3.47 0.37
C 0.08 2.67 -2.57 -0.30
H -1.07 1.40 3.29 0.37
C 2.14 0.85 -2.49 0.75
H -3.35 0.49 2.93 0.38
H -0.70 3.43 -2.56 0.30
C 2.31 2.10 -3.17 -0.37
C -2.48 -0.10 2.70 -0.61
H 3.61 -0.61 -1.86 0.30
H 2.65 -1.18 -3.10 0.33
H 0.85 -0.17 3.37 0.39
H 0.74 -0.26 -1.27 0.36
H 3.80 -0.10 -3.59 0.37
H -2.38 -4.24 2.78 0.30
H -3.67 -1.69 2.09 0.34
H -2.28 -3.95 1.03 0.31
C -0.11 -0.49 3.00 -0.64
H 0.51 -2.52 2.57 0.32
C 3.11 -0.23 -2.77 -1.35
C 1.32 3.05 -3.13 -0.56
```

---

## two
Below is a 2-piece molecular cluster, C14H16 overall, with properties calculated with ωB97M-V/def2-TZVPD.

Lowest unoccupied orbital energy in eV: 0.99
SMILES string: Cc1ccccc1.Cc1ccccc1
Frontier orbital gap in eV: 9.9
Net charge: 0

Structure (XYZ):
```
30
Properties=species:S:1:pos:R:3:mulliken_charge:R:1
C 2.83 -0.36 -2.73 -0.32
C 1.49 -0.76 -2.67 -0.47
H 0.05 2.25 -2.44 0.39
H -4.54 -1.94 3.80 0.29
H 5.04 0.78 -1.31 0.28
C -3.46 -2.18 3.78 -1.33
C -1.55 0.83 2.40 -0.73
H 1.28 -1.78 -2.97 0.37
H 2.48 2.93 -2.20 0.29
C 0.83 1.52 -2.30 -0.78
C 3.17 0.95 -2.43 0.80
C -2.20 -0.05 3.30 -0.21
H 5.32 1.32 -2.90 0.32
H -0.52 -0.17 -2.22 0.47
H -1.95 0.04 4.34 0.28
H -3.32 -3.21 3.48 0.34
C -1.54 0.51 1.06 -0.04
H -3.04 -2.08 4.78 0.35
H 4.58 2.36 -1.72 0.34
H -1.06 1.73 2.74 0.37
H -2.19 -0.87 -0.51 0.30
H 3.62 -1.04 -3.02 0.36
C 2.14 1.90 -2.21 -0.43
H -1.07 1.25 0.43 0.29
H -3.32 -2.31 1.09 0.26
C -2.92 -1.12 2.86 0.59
C 0.50 0.15 -2.34 -0.29
C -2.25 -0.63 0.54 -0.47
C -2.94 -1.37 1.48 -0.30
C 4.56 1.34 -2.12 -1.34
```

---

Which of them is the least stable? Correct choice: one.

---

## one
Below is a 2-piece molecular cluster, C14H16 overall, with properties calculated with ωB97M-V/def2-TZVPD.

Lowest unoccupied orbital energy in eV: 0.90
SMILES string: Cc1ccccc1.Cc1ccccc1
Frontier orbital gap in eV: 9.9
Net charge: 0

Structure (XYZ):
```
30
Properties=species:S:1:pos:R:3:mulliken_charge:R:1
C 2.37 1.73 -3.19 -0.42
H -2.84 2.41 2.33 0.33
C 2.18 0.78 -4.17 -0.34
H -1.95 -2.78 3.99 0.36
C 2.08 -0.92 -2.49 -0.39
C 1.94 -0.54 -3.82 -0.61
H -2.84 1.49 0.04 0.36
C -2.43 0.52 3.25 -0.43
C -1.80 -1.73 4.21 -1.39
C -2.46 0.91 0.87 -0.50
H 2.66 2.73 -3.50 0.36
C -2.25 -0.44 0.69 -0.36
C 2.33 -0.40 -0.06 -1.38
H 2.09 -1.99 -2.27 0.31
H -2.49 0.94 4.24 0.34
H -2.30 -1.48 5.14 0.36
C 2.36 1.36 -1.85 -0.42
H 2.16 1.09 -5.20 0.35
C 2.25 0.02 -1.50 0.92
C -1.99 -1.30 1.74 -0.58
H -2.16 -0.87 -0.31 0.36
H 1.40 -0.22 0.50 0.24
H 2.56 2.18 -1.17 0.35
C -2.13 -0.83 3.04 0.94
H -0.76 -1.53 4.48 0.29
H -1.78 -2.35 1.57 0.34
H 3.09 0.10 0.53 0.34
H 1.86 -1.27 -4.61 0.35
H 2.46 -1.47 0.08 0.35
C -2.50 1.40 2.19 -0.43
```

---

## two
Below is a 2-piece molecular cluster, C14H16 overall, with properties calculated with ωB97M-V/def2-TZVPD.

Lowest unoccupied orbital energy in eV: 0.95
SMILES string: Cc1ccccc1.Cc1ccccc1
Frontier orbital gap in eV: 9.8
Net charge: 0

Structure (XYZ):
```
30
Properties=species:S:1:pos:R:3:mulliken_charge:R:1
H 0.90 0.15 3.25 0.31
H 1.43 2.65 2.38 0.36
C 1.82 2.06 1.55 -0.40
C -2.59 -1.58 -0.76 0.68
H 3.17 -0.93 0.73 0.34
C -2.27 0.02 -2.53 -0.44
H 2.24 -1.00 3.01 0.38
C 1.97 0.05 3.03 -1.54
C -2.98 -1.04 -1.99 -0.57
C -1.53 -1.02 -0.07 -0.50
C 2.75 0.06 0.61 -0.55
H -3.76 -1.55 -2.54 0.36
H -4.34 -2.56 0.10 0.30
H 3.05 0.14 -1.49 0.31
C 2.35 2.01 -0.80 -0.55
H -3.38 -3.57 -0.95 0.34
H 2.27 2.41 -1.79 0.45
H 0.13 0.39 -0.21 0.07
C 1.93 2.71 0.34 -0.39
H 1.68 3.77 0.29 0.36
H -2.80 -3.21 0.66 0.35
H -2.53 0.42 -3.51 0.36
C 2.78 0.72 -0.62 -0.40
H 2.51 0.56 3.83 0.37
C -1.16 0.53 -1.87 -0.61
H -0.56 1.27 -2.39 0.35
H -1.27 -1.38 0.91 0.37
C 2.24 0.73 1.71 0.93
C -0.74 -0.04 -0.67 0.34
C -3.32 -2.77 -0.21 -1.37
```

---

Which of them is the least stable? Correct choice: one.

---

## one
Below is a 2-piece molecular cluster, C14H16 overall, with properties calculated with ωB97M-V/def2-TZVPD.

Lowest unoccupied orbital energy in eV: 0.91
SMILES string: Cc1ccccc1.Cc1ccccc1
Frontier orbital gap in eV: 9.3
Net charge: 0

Structure (XYZ):
```
30
Properties=species:S:1:pos:R:3:mulliken_charge:R:1
H -2.56 2.54 0.51 0.27
C 0.31 -1.03 2.13 -0.35
C 0.38 0.59 -2.60 -0.31
C 1.73 0.90 2.09 -1.64
C 1.35 -2.16 -0.22 -0.69
C -1.69 -0.09 -1.59 -0.24
H -0.68 -1.42 -3.02 0.35
C -1.65 1.14 -0.85 0.88
H 2.54 -0.36 -0.26 0.20
H -0.28 2.81 -0.23 0.17
C -0.64 -0.45 -2.43 -0.54
H -0.87 -2.72 2.17 0.27
H -0.08 -0.57 3.01 0.44
H 1.75 -2.52 -1.13 0.49
H 0.95 1.48 2.46 0.40
H 1.22 2.59 -2.29 0.34
H 0.20 -3.77 0.34 0.67
C 1.73 -0.91 0.30 0.01
C 0.46 1.86 -1.89 -0.85
H 2.34 1.55 1.39 0.36
C -0.57 2.05 -1.03 -0.03
H 2.55 0.79 2.95 0.27
H -2.45 -0.79 -1.29 0.38
C 1.32 -0.29 1.46 0.84
H -3.76 1.26 0.11 0.38
H -2.33 0.90 1.00 0.28
H 1.15 0.22 -3.34 0.29
C 0.37 -2.83 0.53 -0.79
C -2.68 1.42 0.13 -1.39
C -0.10 -2.20 1.59 -0.47
```

---

## two
Below is a 2-piece molecular cluster, C14H16 overall, with properties calculated with ωB97M-V/def2-TZVPD.

Lowest unoccupied orbital energy in eV: 0.95
SMILES string: Cc1ccccc1.Cc1ccccc1
Frontier orbital gap in eV: 9.7
Net charge: 0

Structure (XYZ):
```
30
Properties=species:S:1:pos:R:3:mulliken_charge:R:1
C 1.60 -1.82 2.30 -0.27
C -0.11 -0.17 1.95 -0.06
H 3.63 -1.08 1.93 0.40
H -1.16 0.10 1.86 0.29
C -0.12 -1.21 -1.21 -0.68
C -0.61 2.41 -2.18 -1.51
H 0.68 -1.79 -0.78 0.41
C 0.26 -1.45 2.34 -0.68
H 1.67 -2.85 2.60 0.32
H -2.92 0.68 -3.03 0.34
H -1.55 -2.80 -1.11 0.40
C -2.30 -1.06 -2.18 -0.52
C 2.56 -0.87 1.94 -0.67
H 1.06 0.46 -1.20 0.44
H -0.49 -2.18 2.61 0.37
H -0.67 2.38 1.78 0.34
C 0.81 0.82 1.57 0.63
C -0.94 0.94 -2.02 0.41
C 0.32 2.20 1.34 -1.30
H 3.00 1.07 1.43 0.35
C 2.15 0.43 1.65 -0.14
H -0.61 2.62 -3.26 0.39
H -3.30 -1.36 -2.48 0.33
C -2.11 0.30 -2.42 -0.26
H 0.36 2.68 -1.78 0.32
C -1.38 -1.78 -1.44 -0.46
H 0.90 3.01 1.81 0.39
H -1.37 2.99 -1.66 0.31
C 0.03 0.15 -1.41 0.09
H 0.27 2.51 0.32 0.03
```

---

Which of them is the least stable? Correct choice: one.